No. 1
113
Properties=species:S:1:pos:R:3 method="wB97M-V/def2-TZVPD" homo_lumo_gap_ev="5.5 / 5.5" charge=+1
Pt 0.209 0.642 -1.441
C -3.267 3.540 -1.441
C -1.909 3.023 -1.131
N -1.541 1.791 -1.816
C -2.272 1.365 -2.794
C -3.590 1.881 -3.142
C -4.075 2.982 -2.340
C -4.259 1.323 -4.174
C -3.686 0.261 -4.961
C -2.442 -0.206 -4.742
C -1.665 0.330 -3.651
N -0.454 -0.005 -3.342
C 0.305 -0.741 -4.285
C 0.694 -0.125 -5.443
C 1.516 -0.792 -6.373
C 1.909 -2.076 -6.144
C 1.481 -2.752 -4.978
C 1.774 -4.114 -4.744
C 1.258 -4.723 -3.643
C 0.461 -3.967 -2.756
N 0.176 -2.703 -2.917
C 0.681 -2.086 -4.021
H -3.582 4.428 -0.911
H -1.153 3.756 -1.439
H -5.067 3.371 -2.529
H -5.253 1.676 -4.418
H -4.285 -0.169 -5.753
H -2.023 -1.006 -5.336
H 0.398 0.901 -5.618
H 1.830 -0.273 -7.268
H 2.530 -2.603 -6.858
H 2.382 -4.658 -5.457
H 1.439 -5.768 -3.444
H 0.032 -4.451 -1.882
C -2.558 6.166 0.832
Si -2.930 4.572 1.767
C -2.318 4.736 3.528
C -4.766 4.156 1.732
As -1.505 2.920 0.842
Si 2.194 2.462 0.713
C 1.704 3.987 1.710
C 3.773 1.833 1.521
C 2.563 3.173 -0.996
Si -2.412 0.862 1.515
C -2.957 1.012 3.301
C -3.850 0.266 0.471
C -1.017 -0.387 1.320
H -3.472 6.723 0.616
H -2.037 6.005 -0.114
H -1.918 6.806 1.441
H -2.923 5.472 4.064
H -1.281 5.078 3.545
H -2.383 3.798 4.079
H -5.345 4.968 1.289
H -5.137 4.004 2.748
H -4.976 3.249 1.164
H 1.262 3.844 2.689
H 1.061 4.648 1.129
H 2.655 4.508 1.862
H 3.542 1.163 2.355
H 4.361 2.662 1.919
H 4.396 1.281 0.817
H 2.203 4.203 -1.057
H 2.116 2.609 -1.814
H 3.642 3.197 -1.165
H -3.953 1.455 3.367
H -2.274 1.605 3.906
H -3.004 0.017 3.751
H -4.676 0.979 0.478
H -4.226 -0.681 0.869
H -3.555 0.095 -0.565
H 0.988 -0.994 1.427
H -1.104 -0.780 0.298
H -1.270 -1.226 1.983
N 1.502 1.304 8.246
C 1.334 1.090 7.130
C 1.123 0.824 5.734
C 1.414 -0.431 5.209
C 1.212 -0.673 3.861
C 0.720 0.315 3.009
C 0.418 1.556 3.557
C 0.620 1.820 4.901
C 0.474 -0.043 1.558
C 1.121 0.859 0.449
H 1.802 -1.206 5.856
H 1.451 -1.650 3.461
H 0.003 2.325 2.925
H 0.386 2.794 5.312
S 4.265 -1.846 1.503
P 2.928 -2.826 0.581
S 2.172 -0.094 -0.659
C 1.561 -3.520 1.496
C 1.841 -4.208 2.676
C 0.796 -4.751 3.402
C -0.513 -4.611 2.954
C -0.784 -3.932 1.773
C 0.253 -3.383 1.037
C 3.549 -4.041 -0.557
C 4.794 -3.831 -1.156
C 5.326 -4.807 -1.975
C 4.628 -5.992 -2.190
C 3.390 -6.196 -1.597
C 2.835 -5.215 -0.795
H 2.861 -4.301 3.026
H 1.001 -5.282 4.321
H -1.325 -5.034 3.530
H -1.804 -3.826 1.428
H 0.052 -2.839 0.119
H 5.342 -2.920 -0.955
H 6.295 -4.656 -2.431
H 5.058 -6.763 -2.815
H 2.857 -7.125 -1.757
H 1.881 -5.385 -0.312



No. 2
16
Properties=species:S:1:pos:R:3 method="wB97M-V/def2-TZVPD" homo_lumo_gap_ev="6.2 / 6.3"
C 2.332 -0.241 -0.115
C 0.871 -0.003 -0.472
C -0.160 -0.993 -0.052
C -1.363 -0.303 0.239
C -2.708 -0.578 0.253
C -0.911 1.046 0.499
N 0.321 1.237 0.131
H 2.507 -0.165 0.961
H 2.600 -1.255 -0.430
H 2.989 0.457 -0.648
H -0.106 -2.027 -0.371
H 0.827 0.212 -1.559
H -3.430 0.166 0.570
H -3.081 -1.533 -0.099
H -1.505 1.863 0.901
H 0.817 2.116 0.191



No. 3
8
Properties=species:S:1:pos:R:3 method="wB97M-V/def2-TZVPD" homo_lumo_gap_ev=8.4
C 0.652 0.542 0.008
N -0.329 1.272 0.033
N -1.631 0.933 0.152
N -1.744 -0.293 0.176
N -0.979 -1.109 -0.321
N 1.756 0.191 -0.322
O -0.367 -2.011 0.186
H 2.642 0.475 0.089